{"formula": "C5H31NO10S", "method": "ωB97M-V/def2-TZVPD", "fmax_ev_per_a": 11.421, "smiles": "C[C@@H](CCS)NCO.O.O.O.O.O.O.O.O.O", "charge": 0, "elements": ["C", "C", "C", "C", "S", "N", "C", "O", "H", "H", "H", "H", "H", "H", "H", "H", "H", "H", "H", "H", "H", "O", "H", "H", "O", "H", "H", "O", "H", "H", "O", "H", "H", "O", "H", "H", "O", "H", "H", "O", "H", "H", "O", "H", "H", "O", "H", "H"], "coordinates": [[1.47334, 0.70219, 0.09861], [-0.03662, 0.46410, 0.23185], [-0.34750, -0.43807, 1.44813], [-1.51425, -1.23245, 1.29683], [-1.60485, -2.49476, 2.66793], [-0.66580, 1.82083, 0.39957], [-1.58870, 2.15228, -0.66293], [-0.93013, 2.93669, -1.68293], [2.06009, -0.29019, -0.09628], [1.54218, 1.45982, -0.60605], [1.82829, 0.87267, 1.13113], [-0.57260, 0.06443, -0.67122], [-0.00261, 0.19426, 2.42922], [0.64868, -1.07317, 1.42360], [-2.45370, -0.82410, 1.28645], [-1.48906, -1.79033, 0.38124], [-0.36464, -3.21371, 2.76380], [-1.12875, 1.85454, 1.46125], [-2.41911, 2.78802, -0.35421], [-1.97731, 1.38276, -1.33801], [-0.09776, 3.24763, -1.26470], [1.14834, 3.21707, 2.62396], [1.04693, 2.95892, 1.84116], [0.91676, 4.12605, 2.80471], [-2.33655, 1.02830, 3.84954], [-2.87577, 0.23452, 3.92000], [-1.47372, 0.70739, 4.24073], [3.77595, 0.41562, 3.22495], [3.94916, 1.32952, 3.24628], [2.85065, 0.26620, 3.22828], [-2.48024, -1.05655, -1.49665], [-3.38759, -1.03714, -1.83916], [-2.11400, -2.02715, -1.35651], [1.86029, -2.65017, -0.23242], [2.37735, -2.20697, -0.90077], [2.26451, -3.36092, 0.29399], [-0.15539, -1.47529, -3.52449], [-1.00044, -0.88707, -3.54813], [-0.21358, -1.80165, -2.68471], [-0.96549, 1.30287, -3.82405], [-0.03653, 0.82905, -3.92227], [-1.02117, 1.74866, -2.84804], [-0.75116, -3.25505, -1.51442], [0.15724, -2.91820, -1.20359], [-0.63725, -3.86383, -2.21734], [3.00065, -0.32944, -2.62243], [3.46668, 0.45603, -2.65285], [2.27516, -0.33422, -3.22910]], "forces_ev_per_a": [[-0.2, -4.1, 1.8], [-0.9, 0.6, 0.1], [6.7, 2.4, 0.6], [0.8, -3.9, 1.3], [0.4, -0.8, 0.6], [-2.1, -0.6, 3.0], [-0.3, 1.1, -0.4], [1.4, 0.5, 0.7], [-1.2, 2.1, -0.4], [1.2, 1.4, -1.1], [0.0, 1.0, -0.5], [1.1, -0.1, 0.6], [-1.9, -1.3, -1.9], [-2.2, 0.3, 0.1], [-2.2, 1.5, 0.4], [0.4, -0.2, -0.2], [-1.4, 1.4, -0.7], [1.2, 0.1, -3.8], [0.0, -0.3, 0.6], [-0.2, -0.9, 1.2], [-0.7, -0.1, -0.5], [1.8, 2.6, 11.0], [-1.7, -2.7, -10.4], [-0.2, 0.0, -0.6], [1.5, -0.6, 0.7], [-0.2, 0.0, -0.1], [-1.3, 0.7, -0.7], [1.3, -1.9, -0.1], [-0.1, 1.7, 0.0], [-1.3, 0.2, 0.1], [0.7, -1.9, 0.2], [0.5, -0.5, 0.1], [-1.4, 2.4, -0.9], [-1.5, -0.4, 0.6], [1.1, -0.3, -0.1], [0.4, 0.7, -0.9], [-1.6, 3.0, -3.7], [2.0, -1.1, -0.1], [-0.3, -1.5, 3.4], [2.2, -0.6, 2.1], [-2.9, 1.7, 0.7], [1.0, -1.0, -3.4], [1.2, 1.6, 2.1], [-1.4, -1.2, -0.3], [0.4, -0.9, -1.1], [-0.7, -3.0, 1.0], [1.2, 2.5, -0.3], [-0.6, 0.2, -0.7]], "lowdin_charge": [-0.045, -0.386, -0.304, -0.553, 0.660, -0.011, -0.271, -0.106, 0.086, 0.045, 0.063, 0.124, 0.155, 0.119, 0.049, 0.025, -0.102, 0.186, 0.123, 0.093, 0.107, 0.041, -0.139, 0.057, -0.087, 0.019, 0.061, -0.019, 0.011, -0.001, -0.112, 0.060, 0.070, -0.045, 0.031, 0.081, -0.066, 0.074, -0.089, -0.180, 0.068, 0.044, -0.067, 0.068, 0.051, -0.005, 0.004, 0.015]}

{"formula": "C5H31NO11", "method": "ωB97M-V/def2-TZVPD", "fmax_ev_per_a": 3.499, "smiles": "CCNC(CO)CO.O.O.O.O.O.O.O.O.O", "charge": 0, "elements": ["C", "C", "N", "C", "C", "O", "C", "O", "H", "H", "H", "H", "H", "H", "H", "H", "H", "H", "H", "H", "H", "O", "H", "H", "O", "H", "H", "O", "H", "H", "O", "H", "H", "O", "H", "H", "O", "H", "H", "O", "H", "H", "O", "H", "H", "O", "H", "H"], "coordinates": [[-1.95725, -3.01745, 0.36919], [-1.69606, -1.76491, 1.18735], [-0.25336, -1.42002, 1.28414], [0.73773, -1.79564, 0.24984], [1.40571, -3.17518, 0.61445], [1.88223, -3.69606, -0.64279], [1.90898, -0.80062, 0.48055], [2.82423, -0.80880, -0.60608], [-2.97022, -3.41260, 0.39130], [-1.30133, -3.84335, 0.60364], [-1.63082, -2.80833, -0.64586], [-2.16946, -0.84923, 0.76016], [-2.10070, -1.50268, 2.18976], [0.15842, -1.53331, 2.20316], [0.30998, -1.69433, -0.74237], [0.68633, -3.88957, 1.02959], [2.23421, -3.01203, 1.28399], [2.46467, -3.00402, -0.99211], [1.78353, 0.27269, 0.69095], [2.46539, -1.10108, 1.38375], [2.53353, -0.34319, -1.45297], [0.26738, -0.48998, -3.21385], [0.15999, -1.37318, -3.59162], [-0.54003, -0.10481, -3.64945], [-0.85012, 1.45448, 0.17241], [-0.88233, 0.47467, 0.12056], [-0.16722, 1.74398, -0.44877], [-0.40344, 4.55655, 0.28269], [-0.80344, 4.81693, 1.10612], [0.02183, 3.71430, 0.49849], [-0.92218, 1.62991, -3.94610], [-0.93782, 2.10166, -3.10219], [-1.24191, 2.19013, -4.65279], [-0.33351, 4.02137, -2.34893], [-0.74385, 4.65154, -2.95687], [-0.45548, 4.50275, -1.49826], [-2.24002, 3.61002, 1.83454], [-2.12758, 2.76526, 1.39389], [-2.21113, 3.42673, 2.76845], [0.86170, -1.89764, 4.05700], [0.69828, -1.24246, 4.73511], [0.13483, -2.50130, 4.26974], [2.74535, 0.19947, -2.93497], [1.83752, 0.03177, -3.30408], [2.87189, 1.15734, -2.95830], [-0.79870, 1.48610, 2.94037], [-0.26885, 0.68985, 2.81108], [-0.98691, 1.58425, 1.97609]], "forces_ev_per_a": [[0.0, -0.1, 0.1], [0.9, 2.2, 0.4], [-0.3, 0.3, -0.2], [0.5, 0.8, 3.4], [-1.0, 0.3, -2.8], [0.2, -0.4, 0.5], [1.1, 1.1, -1.0], [0.3, -0.8, -0.2], [-0.1, 0.3, -0.1], [0.1, -0.2, 0.7], [-0.5, 0.2, -0.3], [-0.1, -0.8, -0.9], [0.1, -1.7, 0.0], [-0.3, -0.2, -0.1], [0.2, -0.4, -0.2], [0.3, 0.1, -0.1], [0.1, -0.1, 0.5], [0.0, -0.1, 0.0], [-1.5, -0.2, 0.0], [-0.1, -0.2, -0.3], [0.3, -0.5, 1.2], [-1.9, -0.9, -1.0], [0.7, -0.4, 0.4], [1.1, 0.8, 0.7], [-0.2, -0.4, -0.5], [0.4, 0.6, 0.2], [-0.2, -0.2, 0.1], [1.2, -0.1, -0.7], [-0.6, 0.0, 0.4], [-0.2, 0.3, 0.0], [-0.2, -0.5, -0.1], [0.0, 0.6, -0.3], [-0.1, 0.3, 0.2], [-0.4, 0.7, 0.1], [0.2, -0.3, -0.2], [0.2, -0.6, 0.0], [-0.5, 0.5, -0.1], [-0.1, 0.1, -0.2], [0.0, -0.3, 0.5], [-0.6, -0.3, 0.3], [0.4, 0.7, 0.2], [0.2, -0.3, -0.4], [-0.4, 0.4, -0.7], [0.6, 0.3, 0.3], [0.0, -0.2, -0.1], [0.0, -0.4, -1.1], [0.2, -0.3, 0.6], [0.2, 0.3, 0.9]], "lowdin_charge": [-0.072, -0.249, -0.078, -0.271, -0.178, -0.080, -0.231, -0.110, 0.075, 0.055, 0.072, 0.089, 0.119, 0.054, 0.127, 0.106, 0.107, 0.070, 0.113, 0.114, 0.033, -0.076, 0.074, 0.051, -0.054, 0.042, 0.062, -0.056, 0.034, 0.043, -0.053, 0.027, 0.057, -0.081, 0.048, 0.011, -0.047, 0.007, 0.042, -0.042, 0.047, 0.059, -0.060, 0.019, 0.071, -0.084, 0.009, -0.015]}

How do the records compare in highest occupied orbital energy? In the order shown, they have -0.33693 -0.30618 Ha.
How do the records compare in LUMO level? In the order shown, they have 0.08 0.16 eV.